Record 1
A structure of composition C9H25AlNO9P2 in a non-equilibrium geometry, computed with ωB97M-V/def2-TZVPD.

Its energy above the lowest of the compared OMol25 structures with the same formula, charge and spin is 116.4 kcal per mole. As for the LUMO energy: -0.5980 Eh. The net charge is +3. Its HOMO energy is -18.08 eV. The HOMO-LUMO gap comes out at 0.066 hartree.

Each line ends with the Mulliken charge.
Element x y z (Å)
Al (0.1917, -1.0753, 1.6368)  1.256
C (2.6942, 0.6752, 4.3562)  0.148
O (1.6770, 0.3239, 3.7980)  -0.415
N (2.7314, 1.6695, 5.3192)  0.180
C (3.9262, 2.1295, 5.9509)  -0.745
C (1.4677, 2.2189, 5.8091)  -0.820
H (3.7134, 0.3432, 4.1132)  0.367
H (4.7542, 2.0622, 5.2360)  0.337
H (4.1906, 1.4762, 6.8013)  0.392
H (3.8922, 3.1571, 6.3121)  0.382
H (1.1598, 3.1596, 5.3407)  0.342
H (0.6599, 1.5097, 5.6315)  0.350
H (1.5395, 2.3275, 6.8928)  0.408
C (3.9737, -0.0732, -2.3730)  -0.654
O (2.7471, -0.3930, -2.9943)  -0.262
P (1.5953, -1.3135, -2.4341)  0.947
O (1.0880, -0.9361, -1.1035)  -0.546
O (0.4927, -1.2176, -3.5986)  -0.270
C (-0.5714, -2.1702, -3.6236)  -0.712
O (2.0925, -2.8316, -2.4799)  -0.256
C (2.6199, -3.3629, -3.6844)  -0.726
H (4.1507, 1.0017, -2.4039)  0.286
H (4.7843, -0.5406, -2.9451)  0.317
H (4.0958, -0.4353, -1.3502)  0.317
H (-0.3232, -2.8544, -4.4485)  0.281
H (-1.5237, -1.7214, -3.9103)  0.263
H (-0.6721, -2.6860, -2.6699)  0.420
H (3.5205, -3.9566, -3.5007)  0.305
H (2.9701, -2.6423, -4.4290)  0.364
H (1.9191, -4.0430, -4.1779)  0.308
C (-1.6659, 1.2073, -2.2941)  -0.663
O (-2.7149, 0.2403, -2.0720)  -0.155
P (-3.2885, 0.1122, -0.6039)  0.859
O (-2.2660, -0.1952, 0.4206)  -0.481
O (-4.1055, 1.4810, -0.4104)  -0.265
C (-4.7221, 1.8368, 0.8224)  -0.696
O (-4.4684, -0.9710, -0.7302)  -0.278
C (-5.6513, -0.9115, -1.5087)  -0.627
H (-1.3898, 1.1202, -3.3401)  0.280
H (-0.7773, 0.9911, -1.6943)  0.228
H (-1.9783, 2.2188, -2.0375)  0.374
H (-5.7813, 2.0076, 0.6331)  0.309
H (-4.1800, 2.6578, 1.2953)  0.303
H (-4.7217, 1.0662, 1.6056)  0.337
H (-6.4951, -1.0740, -0.8397)  0.289
H (-5.6036, -1.6514, -2.3174)  0.287
H (-5.7473, 0.0625, -1.9999)  0.338



Record 2
An isolated molecule of C4H8O in a non-equilibrium geometry, computed with ωB97M-V/def2-TZVPD.

Its energy above the lowest of the compared OMol25 structures with the same formula, charge and spin is 49.2 kcal per mole. As for the LUMO energy: 0.0378 Eh. As for the SMILES: C=C(C)OC. Its HOMO energy is -9.20 eV. The HOMO-LUMO gap comes out at 0.376 hartree.

Each line ends with the Mulliken charge.
Element x y z (Å)
C (-1.6724, -0.1244, -0.2320)  -0.860
C (0.3703, 0.2022, 0.3077)  0.778
C (1.2526, -1.0297, 0.0624)  -1.098
C (0.6687, 1.5048, 0.1270)  -0.948
H (-1.4115, -0.7771, -0.9929)  0.400
H (-2.6167, -0.6786, 0.2485)  0.218
H (-1.9875, 0.8278, -0.5901)  0.323
H (0.6480, -1.9508, -0.0519)  0.308
H (1.8333, -1.2302, 0.9000)  0.337
H (2.0181, -0.8662, -0.6911)  0.340
H (1.6653, 1.8357, -0.2683)  0.221
H (0.0762, 2.3839, 0.2544)  0.315
O (-0.8444, -0.0975, 0.9264)  -0.333



Record 3
A cluster of 2 separate species, C3H10NS in total in a non-equilibrium geometry, computed with ωB97M-V/def2-TZVPD.

Its energy above the lowest of the compared OMol25 structures with the same formula, charge and spin is 133.4 kcal per mole. As for the LUMO energy (alpha / beta): -0.4142 / -0.5070 Eh. The net charge is +2. Its HOMO energy (alpha / beta) is -20.86 / -20.24 eV. The HOMO-LUMO gap (alpha / beta) comes out at 0.352 / 0.237 hartree. As for the spin multiplicity: 2.

Each line ends with the Mulliken spin population.
Element x y z (Å)
C (-1.4921, -0.6351, -1.2343)  -0.221
N (-1.5426, -1.8208, -0.7267)  0.462
H (-1.9501, 0.1514, -0.7978)  -0.007
H (-1.1571, -0.3142, -2.2130)  0.051
H (-2.4049, -2.3109, -0.5498)  -0.019
H (-0.6850, -2.1984, -0.3335)  -0.023
C (0.5680, 1.4142, 1.2884)  0.038
C (1.5959, 0.2050, 0.9610)  -0.016
S (0.9529, -0.3031, -0.8353)  0.738
H (0.6777, 1.7496, 2.2907)  0.008
H (1.0379, 2.3165, 0.8978)  -0.003
H (-0.5410, 1.4347, 1.0337)  -0.005
H (1.5328, -0.6081, 1.5852)  -0.002
H (2.4966, 0.6316, 0.6900)  0.009
H (0.9112, 0.2876, -2.0564)  -0.011



Record 4
A structure of composition C25H48BN2NiO5P2S in a non-equilibrium geometry, computed with ωB97M-V/def2-TZVPD.

Its energy above the lowest of the compared OMol25 structures with the same formula, charge and spin is 11.7 kcal per mole. As for the LUMO energy (alpha / beta): 0.0907 / 0.0907 Eh. The net charge is -1. Its HOMO energy (alpha / beta) is -4.40 / -4.40 eV. The HOMO-LUMO gap (alpha / beta) comes out at 0.252 / 0.252 hartree.

Each line ends with the Mulliken charge.
Element x y z (Å)
Ni (-0.3715, 0.7059, -0.0320)  1.258
C (-2.7629, -3.7524, -2.4231)  -1.764
C (-2.7894, -2.5527, -1.4660)  2.015
C (-3.7231, -2.9048, -0.3060)  -1.702
C (-3.3662, -1.3265, -2.1960)  -1.735
P (-1.0931, -1.9607, -0.8973)  0.674
C (-0.0175, -2.2747, -2.3699)  -2.098
N (0.7020, -1.0328, -2.5064)  0.518
B (0.5619, 0.1500, -1.6677)  -0.615
N (1.3331, 1.1366, -2.4220)  0.548
C (1.4993, 2.4856, -1.9679)  -1.746
P (0.9343, 2.3548, -0.2099)  0.635
C (2.6065, 2.1505, 0.6488)  2.504
C (2.4225, 1.8375, 2.1306)  -1.826
C (3.2987, 0.9408, -0.0058)  -1.784
C (3.5404, 3.3595, 0.5252)  -1.928
C (0.1525, 4.0261, 0.0986)  2.391
C (-1.0832, 4.0811, -0.8201)  -1.754
C (1.0504, 5.2201, -0.2462)  -1.763
C (-0.3200, 4.1110, 1.5533)  -1.387
C (1.8518, 0.6066, -3.5817)  0.328
C (2.6194, 1.1646, -4.5889)  -0.772
C (2.9961, 0.3497, -5.6582)  -0.751
C (2.6071, -0.9824, -5.7125)  -0.794
C (1.8319, -1.5492, -4.6977)  -0.675
C (1.4620, -0.7487, -3.6301)  0.572
C (-0.3469, -3.1745, 0.3372)  2.143
C (1.1264, -2.7511, 0.4794)  -1.768
C (-0.9725, -3.0715, 1.7348)  -1.511
C (-0.4169, -4.6352, -0.1175)  -1.935
H (-3.7874, -3.9457, -2.7610)  0.539
H (-2.4025, -4.6587, -1.9368)  0.253
H (-2.1639, -3.5773, -3.3143)  0.355
H (-4.7172, -3.1042, -0.7218)  0.549
H (-3.8067, -2.0850, 0.4044)  0.141
H (-3.3986, -3.8110, 0.2123)  0.267
H (-4.3408, -1.5802, -2.6276)  0.527
H (-2.7130, -0.9993, -3.0129)  0.214
H (-3.5045, -0.5006, -1.4954)  0.203
H (-0.5964, -2.4415, -3.2796)  0.737
H (0.6633, -3.1247, -2.2597)  0.481
H (0.9024, 3.2024, -2.5354)  0.424
H (2.5440, 2.8023, -2.0280)  0.563
H (1.7834, 0.9673, 2.2831)  0.118
H (1.9907, 2.6842, 2.6637)  0.295
H (3.4068, 1.6417, 2.5701)  0.539
H (2.6319, 0.0797, -0.0671)  0.159
H (4.1574, 0.6638, 0.6136)  0.694
H (3.6668, 1.1620, -1.0094)  0.280
H (3.2176, 4.1817, 1.1623)  0.298
H (3.6366, 3.7299, -0.4972)  0.245
H (4.5381, 3.0594, 0.8625)  0.525
H (-0.8061, 4.1727, -1.8730)  0.366
H (-1.6563, 4.9760, -0.5565)  0.592
H (-1.7277, 3.2156, -0.6751)  0.221
H (1.5633, 5.0991, -1.2044)  0.203
H (1.7967, 5.4150, 0.5213)  0.317
H (0.4205, 6.1119, -0.3239)  0.564
H (-1.0070, 3.2898, 1.7746)  0.036
H (-0.8575, 5.0547, 1.6940)  0.529
H (0.5157, 4.0990, 2.2569)  0.327
H (2.9107, 2.2078, -4.5543)  0.448
H (3.5959, 0.7644, -6.4586)  0.381
H (2.9088, -1.5929, -6.5545)  0.378
H (1.5314, -2.5888, -4.7423)  0.490
H (1.1878, -1.7093, 0.8007)  0.011
H (1.7021, -2.8645, -0.4438)  0.214
H (1.6037, -3.3689, 1.2481)  0.662
H (-0.7585, -2.1082, 2.1883)  0.025
H (-0.5355, -3.8589, 2.3609)  0.580
H (-2.0531, -3.1929, 1.7249)  0.286
H (-0.0849, -4.7779, -1.1474)  0.251
H (-1.4328, -5.0252, -0.0273)  0.363
H (0.2266, -5.2452, 0.5269)  0.520
O (-4.3467, 0.4902, 0.6971)  -0.783
S (-3.0133, 0.5692, 1.2789)  1.245
O (-2.2342, 1.7299, 0.7144)  -0.702
O (-2.1465, -0.5931, 0.8745)  -1.235
O (-3.0491, 0.6354, 2.7487)  -0.793
C (-0.3741, 1.3197, 3.9526)  -0.704
O (-0.2518, 0.4093, 2.8654)  -0.347
H (-0.3114, 0.7917, 4.9113)  0.261
H (-1.3302, 1.8413, 3.9067)  0.307
H (0.4412, 2.0396, 3.9131)  0.255
H (-1.1586, 0.0713, 2.7389)  0.047



Number 1: energy -2013.8930 hartree. Number 2: energy -232.3672 hartree. Number 3: energy -572.3037 hartree. Number 4: energy -4081.3334 hartree.